Entry 1:
# C6H17NOP

A 2-piece molecular cluster, C6H17NOP overall at a distorted geometry (ωB97M-V/def2-TZVPD, OMol25).

Geometry (Å):
C 1.3966 -2.4929 -1.3770
C -0.1536 2.4764 0.2934
C -1.5669 1.3135 -1.3738
C -1.3786 -0.7425 2.5119
C 1.8915 0.2011 0.7649
C 0.2893 -1.3762 -1.5369
N -0.4536 1.2199 -0.5531
O -0.9561 -1.4388 1.4399
P 0.3107 -0.1411 -0.1205
H 2.2869 -1.8438 -1.5390
H 1.3892 -2.7816 -0.3423
H 1.4536 -3.2586 -2.1297
H -0.9388 3.1101 0.5353
H 0.0479 2.1072 1.2935
H 0.5900 3.0534 -0.1135
H -1.6696 2.2344 -2.0121
H -1.5817 0.4638 -2.1554
H -2.4957 1.3538 -0.7574
H -0.5440 -0.1100 2.9758
H -1.5181 -1.5537 3.2073
H -2.3005 -0.2871 2.3522
H 2.4436 -0.7258 0.6426
H 1.5081 0.6436 1.7146
H 2.3138 1.1295 0.1845
H -0.7596 -1.8169 -1.4319
H 0.3956 -0.7380 -2.4733

DFT total energy ... -709.71439 a.u.
Net charge ... +1
Energy relative to the best compared isomer or geometry (same formula, charge and spin) ... 16.9 kcal per mole
HOMO-LUMO gap (spin up / spin down) ... 8.41 / 7.77 eV
2S+1 ... 3
HOMO level (spin up / spin down) ... -10.9172 / -13.8754 eV

Löwdin population analysis, charges in e, atoms 1 to 8:
1. C -0.112
2. C -0.018
3. C -0.145
4. C -0.180
5. C -0.169
6. C -0.326
7. N -0.384
8. O -0.120

Entry 2:
# C2H3Bi

C2H3Bi as an isolated structure at a distorted geometry (ωB97M-V/def2-TZVPD, OMol25).

Geometry (Å):
C 0.0562 -0.0924 -0.6678
H 0.1077 0.9647 -1.0060
C 0.5479 -0.4977 0.4889
H 0.6478 -1.5592 0.7332
H -1.1353 -0.2473 -0.9577
Bi -0.2243 1.4319 1.4095

DFT total energy ... -291.65400 a.u.
Net charge ... +2
HOMO-LUMO gap (spin up / spin down) ... 6.54 / 6.75 eV
HOMO level (spin up / spin down) ... -20.5245 / -20.6883 eV

Just the Löwdin charges please, in e? Sure, here they are:
1. C -0.108
2. H 0.055
3. C -0.217
4. H 0.111
5. H 0.219
6. Bi 1.940

Entry 3:
# C7H10N6

C7H10N6 in the gas phase at a distorted geometry (ωB97M-V/def2-TZVPD, OMol25).

Geometry (Å):
N -0.3276 0.5589 -1.9763
N 2.1620 0.9062 0.5282
N -1.9425 -0.6846 -0.7482
C -1.4370 -0.0936 -1.8763
C 1.7009 1.1421 -0.6691
C -1.2112 -0.6538 0.3478
C 0.0859 -0.0481 0.3131
C 1.1862 0.1556 1.1640
N -2.1691 -0.2600 -2.9625
N 2.4328 1.8227 -1.5942
N 0.4388 0.5953 -0.8790
C -1.7191 -1.3013 1.5808
C 1.3847 -0.1285 2.6036
H -1.6376 -0.3160 -3.8254
H -2.8982 -0.9679 -2.7814
H 1.9448 2.0083 -2.4794
H 3.2133 2.3681 -1.2749
H -1.0205 -2.0898 1.8753
H -2.6673 -1.7738 1.3585
H -1.8967 -0.5721 2.4071
H 0.5582 -0.7278 2.9874
H 2.3314 -0.6937 2.7004
H 1.4879 0.7538 3.2004

SMILES ... Cc1nc(N)nn2c(N)nc(C)c12
DFT total energy ... -601.28708 a.u.
Energy relative to the best compared isomer or geometry (same formula, charge and spin) ... 21.7 kcal per mole
HOMO-LUMO gap ... 7.80 eV
HOMO level ... -7.2169 eV

Löwdin population analysis, charges in e, atoms 1 to 8:
1. N 0.138
2. N 0.148
3. N 0.157
4. C -0.514
5. C -0.404
6. C -0.251
7. C -0.100
8. C -0.264

Entry 4:
# C2H9N3

A 2-piece molecular cluster, C2H9N3 overall at a distorted geometry (ωB97M-V/def2-TZVPD, OMol25).

Geometry (Å):
C -0.5262 -0.7809 -2.6041
N -0.2681 -1.6891 -1.7304
H -0.8615 -1.1994 -3.5186
H -0.8084 0.2836 -2.3716
H 0.3901 -1.4652 -0.9400
N -0.7282 -0.1113 1.7172
C 0.5916 0.2315 1.2824
N 0.6309 1.7536 1.0759
H -1.5084 0.2412 1.2059
H -0.8601 -0.8567 2.3332
H 1.4128 -0.0095 2.0024
H 0.8282 -0.3935 0.4041
H 0.1132 2.0616 0.3033
H 1.5942 1.9343 0.8402

DFT total energy ... -245.44901 a.u.
Net charge ... +1
Energy relative to the best compared isomer or geometry (same formula, charge and spin) ... 49.2 kcal per mole
HOMO-LUMO gap (spin up / spin down) ... 10.26 / 4.29 eV
2S+1 ... 2
HOMO level (spin up / spin down) ... -13.7241 / -13.2552 eV

Löwdin population analysis, charges in e, atoms 1 to 8:
1. C -0.079
2. N 0.030
3. H 0.057
4. H 0.084
5. H 0.020
6. N 0.290
7. C -0.191
8. N 0.091

Entry 5:
# C19H43FN3O5

A 3-piece molecular cluster, C19H43FN3O5 overall at a distorted geometry (ωB97M-V/def2-TZVPD, OMol25).

Geometry (Å):
C 3.9125 -3.2481 2.1102
C 3.7798 -1.8647 1.3674
C 3.4052 -0.8044 2.4406
C 2.5943 0.4203 1.9141
C 3.6717 1.5148 1.4617
N 1.7612 0.1376 0.7431
C 0.5082 -0.5169 1.0400
F 0.6536 -1.7443 1.6857
C -0.5220 0.3178 1.8458
C -1.5170 -0.5679 2.6614
C -2.4249 -1.4333 1.7616
O -3.6264 -1.8530 2.4170
C -4.3712 -2.6844 1.5516
C -0.1489 -0.8312 -0.3700
O 0.1066 -1.9225 -0.8893
O -0.8603 0.0306 -0.9430
H 2.8947 -3.6398 2.2932
H 4.4582 -3.1112 3.0611
H 4.4184 -3.9382 1.4109
H 4.7207 -1.5843 0.8604
H 2.9945 -2.0144 0.6080
H 4.3034 -0.5100 3.0202
H 2.7516 -1.3216 3.1796
H 2.0618 0.8766 2.7736
H 3.9634 1.3898 0.3833
H 4.5999 1.3411 2.0409
H 3.3387 2.5448 1.6824
H 1.5862 0.9718 0.1898
H -0.0671 0.9991 2.5980
H -1.1284 0.9753 1.1950
H -0.9894 -1.2234 3.3813
H -2.1872 0.0619 3.2885
H -2.6749 -0.8816 0.8320
H -1.8686 -2.3583 1.4870
H -4.8433 -2.1289 0.7172
H -3.6935 -3.4757 1.1581
H -5.1804 -3.2070 2.0965
C -6.4183 0.4662 0.4886
C -6.5567 1.9409 0.8464
C -5.7143 2.8755 -0.0400
O -4.3343 2.8833 0.2582
C -3.5918 1.8021 -0.3044
N -6.2415 2.1128 2.2693
H -5.4845 0.0372 0.8507
H -7.2290 -0.1096 0.9403
H -6.4681 0.3175 -0.5932
H -7.6068 2.2152 0.6958
H -6.0566 3.9014 0.1363
H -5.8762 2.6687 -1.1068
H -3.9760 1.5036 -1.2829
H -3.5914 0.9501 0.3762
H -2.5577 2.1215 -0.4212
H -6.4291 3.0783 2.5296
H -5.2315 2.0283 2.3684
C 5.0345 -0.9316 -3.7298
C 3.7098 -0.4811 -3.1198
C 2.7560 0.1783 -4.1298
O 3.1026 1.5119 -4.4870
C 4.1103 1.6188 -5.4704
N 3.9887 0.4003 -1.9830
H 5.7215 -0.1007 -3.8983
H 5.5395 -1.6299 -3.0596
H 4.8746 -1.4433 -4.6829
H 3.2071 -1.3749 -2.7393
H 1.7701 0.2485 -3.6628
H 2.6348 -0.4404 -5.0288
H 4.0554 0.8094 -6.2045
H 5.0999 1.6378 -5.0052
H 3.9761 2.5696 -5.9896
H 3.1117 0.6203 -1.5156
H 4.2901 1.2977 -2.3600

DFT total energy ... -1390.07177 a.u.
Net charge ... -1
Energy relative to the best compared isomer or geometry (same formula, charge and spin) ... 0.0 kcal per mole
HOMO-LUMO gap ... 7.48 eV
HOMO level ... -4.6276 eV

Löwdin population analysis, charges in e, atoms 1 to 8:
1. C -0.122
2. C -0.244
3. C -0.192
4. C -0.353
5. C -0.054
6. N 0.055
7. C -0.412
8. F 0.025

Entry 6:
# C30H43AsCoN3

C30H43AsCoN3 as an isolated structure at a distorted geometry (ωB97M-V/def2-TZVPD, OMol25).

Geometry (Å):
Co 0.3398 0.1206 -0.8106
C -2.7111 -0.1480 -1.4595
N -1.7780 -0.9192 -0.6351
C -1.9249 -2.3581 -0.9289
C -1.9589 -0.6615 0.7850
C -3.2206 -0.5692 1.3571
C -3.3752 -0.2994 2.7101
C -2.2532 -0.1169 3.5046
C -0.9840 -0.2253 2.9526
C -0.8043 -0.5223 1.5949
N 0.4168 -0.5923 0.9644
C 1.5059 -1.2420 1.4337
C 1.5426 -2.0354 2.6041
C 2.7008 -2.6857 2.9953
C 3.8608 -2.5857 2.2387
C 3.8341 -1.8580 1.0546
C 2.6825 -1.2128 0.6350
N 2.6194 -0.5152 -0.6410
C 2.9042 -1.4162 -1.7570
C 3.5558 0.6087 -0.6810
H -3.7545 -0.4840 -1.3644
H -2.4167 -0.2396 -2.5050
H -2.6525 0.9011 -1.1742
H -2.8423 -2.7421 -0.4574
H -0.5387 -2.9487 0.5870
H -2.0466 -2.4581 -2.0098
H -4.1015 -0.7003 0.7403
H -4.3680 -0.2210 3.1364
H -2.3654 0.1228 4.5553
H -0.1134 -0.0504 3.5718
H 0.6383 -2.1417 3.1882
H 2.6924 -3.2796 3.9024
H 4.7687 -3.0823 2.5585
H 4.7314 -1.8153 0.4476
H 3.9357 -1.8001 -1.7294
H 2.7555 -0.8789 -2.6952
H 2.2228 -2.2643 -1.7287
H 4.6026 0.2729 -0.7220
H 3.4264 1.2192 0.2103
H 3.3535 1.2217 -1.5612
C 1.1802 3.6074 -2.0699
As 0.1489 2.4781 -0.8412
C 1.0262 3.0157 0.8349
C -1.4977 3.7181 -0.6261
C -1.1937 5.1575 -0.6296
C -0.8138 5.8454 0.5392
C -0.4281 7.1701 0.4985
C -0.4187 7.8772 -0.7042
C -0.8478 7.2259 -1.8619
C -1.2277 5.9012 -1.8249
H 1.1514 4.6422 -1.7260
H 0.7657 3.5480 -3.0771
H 2.2132 3.2672 -2.1038
H 1.4826 4.0026 0.7413
H 1.7767 2.2816 1.1186
H 0.2769 3.0409 1.6273
H -1.9260 3.3803 0.3191
H -2.1804 3.4518 -1.4356
H -0.8299 5.3163 1.4852
H -0.1283 7.6706 1.4126
H -0.1032 8.9118 -0.7354
H -0.8753 7.7708 -2.7990
H -1.5471 5.4024 -2.7343
C -1.6399 -5.2698 0.4971
C -0.7908 -4.6828 -0.6338
C -1.3784 -5.0775 -1.9910
C 0.6343 -5.2343 -0.5254
C -0.7141 -3.1579 -0.4690
H -1.7297 -6.3560 0.4056
H -2.6448 -4.8407 0.4951
H -1.1794 -5.0493 1.4631
H -1.2720 -6.1521 -2.1598
H -0.8579 -4.5557 -2.7979
H -2.4409 -4.8295 -2.0505
H 0.6277 -6.3282 -0.5292
H 1.1111 -4.8930 0.3978
H 1.2428 -4.8946 -1.3668
H 0.1480 -2.7589 -1.0106

DFT total energy ... -4951.70575 a.u.
Net charge ... -1
Energy relative to the best compared isomer or geometry (same formula, charge and spin) ... 0.0 kcal per mole
HOMO-LUMO gap (spin up / spin down) ... 2.54 / 6.03 eV
2S+1 ... 4
HOMO level (spin up / spin down) ... 0.2249 / -3.3220 eV

Löwdin population analysis, charges in e, atoms 1 to 8:
1. Co 0.034
2. C -0.126
3. N -0.187
4. C -0.178
5. C -0.193
6. C -0.044
7. C -0.120
8. C -0.110